(1)
A cluster of 7 separate species, C12H36FNO8P in total. Source: OMol25; level of theory: the ωB97M-V functional and the def2-TZVPD basis.

Gap between HOMO and LUMO = 6.26 eV
Energy above the lowest of the compared OMol25 structures with the same formula, charge and spin = 54.53 kcal/mol
Total charge = -1

XYZ file:
```
59
C12H36FNO8P, DFT the ωB97M-V functional and the def2-TZVPD basis
C 3.12336 -2.14066 -0.77210
C 2.82835 -1.08160 -1.26040
C 2.45255 0.19254 -1.83009
P 0.65603 0.70710 -1.17029
C 0.78121 2.49514 -1.85882
C 1.84698 2.80248 -2.92258
C -0.12760 0.07999 -2.84323
C 0.09494 -1.40287 -3.12804
N -0.61355 -2.30516 -2.19570
C 1.46413 1.21085 0.55093
C 1.17293 0.20417 1.63444
F 0.84499 0.82065 2.87814
C -1.12430 1.12619 -0.44915
C -1.97703 -0.12416 -0.14815
C -2.90669 0.16588 1.00049
O -3.77122 1.00675 1.01476
O -2.71962 -0.58888 2.12690
H 3.08232 -3.11837 -0.34661
H 3.23910 0.89238 -1.54809
H 2.47712 0.06181 -2.91239
H 0.51300 -0.62863 -0.64177
H -0.18149 2.79039 -2.27826
H 0.95754 3.19321 -1.03736
H 1.87771 2.07726 -3.73192
H 2.83409 2.90352 -2.47651
H 1.61650 3.76777 -3.38276
H -1.20759 0.25530 -2.89903
H 0.28261 0.61780 -3.70226
H 1.14786 -1.66195 -3.18161
H -0.28681 -1.59203 -4.14302
H -0.41628 -3.26424 -2.46145
H -1.60569 -2.18739 -2.37906
H 1.11062 2.18010 0.90541
H 2.55063 1.31016 0.48702
H 0.33917 -0.45723 1.39654
H 2.04354 -0.42354 1.81853
H -1.70415 1.74598 -1.13083
H -1.05945 1.71452 0.46876
H -2.62861 -0.33571 -0.99309
H -1.36329 -0.98826 0.09991
H -1.89057 -1.07103 2.00299
O -4.11247 3.05755 3.14810
H -3.98313 2.27035 2.59794
H -4.08332 2.71601 4.04586
O 1.83835 -5.32617 -0.08680
H 1.94708 -6.10610 -0.63916
H 1.85968 -5.66226 0.81434
O -4.44294 5.02284 6.20880
H -4.23316 4.16921 6.59827
H -4.60799 4.82989 5.27825
O 2.09772 1.76260 5.40900
H 1.77963 1.20574 4.68688
H 2.79527 2.28530 5.00451
O -2.72521 -3.29696 3.54228
H -2.75308 -2.40052 3.18302
H -1.83301 -3.39525 3.88738
O 1.91442 -3.86151 -4.23850
H 2.26419 -3.74365 -3.34579
H 2.52461 -4.47731 -4.65460
```

***

(2)
An isolated molecule of C19H14BF4N3O4S. Source: OMol25; level of theory: the ωB97M-V functional and the def2-TZVPD basis.

Gap between HOMO and LUMO = 8.49 eV
Structure (SMILES) = O=C(Nc1ccc(F)cc1)c1cnc(SCc2cc(OC(F)(F)F)ccc2B(O)O)nc1
Energy above the lowest of the compared OMol25 structures with the same formula, charge and spin = 33.82 kcal/mol

XYZ file:
```
46
C19H14BF4N3O4S, DFT the ωB97M-V functional and the def2-TZVPD basis
O -1.06044 3.70246 -0.43799
C -0.53049 2.63532 -0.54348
N 0.71278 2.32372 -1.08645
C 1.42044 3.20966 -1.85759
C 1.35093 4.56971 -1.54032
C 2.07232 5.55034 -2.22868
C 3.09796 5.05541 -3.09010
F 3.59906 6.03207 -3.84763
C 3.29868 3.65377 -3.20739
C 2.48218 2.74122 -2.59297
C -1.25715 1.44740 -0.14125
C -2.01966 0.65921 -1.01012
N -2.72209 -0.38140 -0.61147
C -2.76075 -0.59810 0.72519
S -3.59644 -2.08995 1.23462
C -2.41699 -3.24680 0.58185
C -1.11458 -2.84744 1.06169
C -0.16367 -2.39493 0.16314
C 1.10951 -2.00027 0.63168
O 2.08129 -1.33216 -0.15833
C 1.42897 -1.07188 -1.39392
F 1.29036 -2.17252 -2.10128
F 0.16570 -0.49924 -1.25308
F 2.23434 -0.31515 -2.13958
C 1.38306 -2.17969 2.02659
C 0.41801 -2.65441 2.90961
C -0.87089 -3.02125 2.41137
B -1.72765 -3.83285 3.45195
O -1.94053 -5.07643 2.89974
O -2.12027 -3.24011 4.65531
N -2.02452 0.01605 1.60566
C -1.37816 1.08624 1.17587
H 0.85479 1.31605 -1.26957
H 0.52346 4.91306 -0.86568
H 1.77863 6.60435 -1.99769
H 4.22967 3.32238 -3.71093
H 2.70807 1.69706 -2.57142
H -2.07622 0.91907 -2.08432
H -2.73327 -4.24596 0.81701
H -2.57253 -3.24955 -0.49374
H -0.39414 -2.37128 -0.89301
H 2.32971 -1.82426 2.35678
H 0.57419 -2.77638 3.99320
H -2.31787 -5.78020 3.45615
H -2.63884 -3.88958 5.10823
H -0.70696 1.63727 1.86238
```

***

(3)
An isolated molecule of C26H26N4O2. Source: OMol25; level of theory: the ωB97M-V functional and the def2-TZVPD basis.

Gap between HOMO and LUMO = 6.64 eV
Structure (SMILES) = COc1ccc(N2CCN(c3nc4ccccc4n3CC(=O)c3ccccc3)CC2)cc1
Energy above the lowest of the compared OMol25 structures with the same formula, charge and spin = 50.34 kcal/mol

XYZ file:
```
58
C26H26N4O2, DFT the ωB97M-V functional and the def2-TZVPD basis
C 0.86292 5.81772 -0.21798
O 0.56654 4.85126 -1.19183
C 1.16796 3.62368 -1.07962
C 0.75051 2.64760 -1.97987
C 1.27312 1.37466 -1.93595
C 2.21691 1.00911 -0.97005
N 2.71248 -0.29663 -0.93050
C 1.83716 -1.40606 -1.24573
C 1.51959 -2.23017 0.02596
N 1.61659 -1.39094 1.20775
C 0.73869 -0.34754 1.39008
N 1.10948 0.80744 1.87671
C -0.01988 1.57866 1.93324
C -0.18781 2.89547 2.33499
C -1.45803 3.43216 2.25701
C -2.53934 2.68397 1.79888
C -2.39125 1.36599 1.40310
C -1.12176 0.82730 1.47641
N -0.62104 -0.42431 1.16426
C -1.45359 -1.56954 0.93830
C -1.67118 -1.86806 -0.54668
O -1.27411 -1.11287 -1.40410
C -2.39118 -3.12190 -0.87305
C -3.03051 -3.91524 0.07967
C -3.68591 -5.06924 -0.30784
C -3.70934 -5.44961 -1.64055
C -3.07779 -4.66765 -2.59453
C -2.42648 -3.51157 -2.21358
C 3.01488 -1.02524 1.41576
C 3.68696 -0.68925 0.05891
C 2.66649 2.00970 -0.11094
C 2.15594 3.29469 -0.16475
H 1.91308 6.12874 -0.26106
H 0.63272 5.45325 0.78851
H 0.22841 6.67349 -0.44601
H 0.00457 2.90751 -2.71425
H 0.93103 0.66143 -2.66896
H 2.31588 -2.05399 -1.99245
H 0.90192 -1.03108 -1.65787
H 0.53555 -2.68509 -0.07054
H 2.24410 -3.03829 0.16429
H 0.65308 3.46874 2.69135
H -1.62280 4.45784 2.55502
H -3.51541 3.14345 1.74737
H -3.23586 0.79992 1.03611
H -2.43498 -1.35697 1.37939
H -1.03445 -2.44218 1.44965
H -3.03352 -3.63472 1.12142
H -4.18321 -5.67608 0.43409
H -4.22229 -6.35329 -1.93383
H -3.09664 -4.95936 -3.63372
H -1.93157 -2.88581 -2.94126
H 3.02598 -0.16731 2.08482
H 3.51818 -1.87264 1.89220
H 4.19338 -1.57829 -0.33513
H 4.43657 0.09074 0.17826
H 3.40680 1.80337 0.64309
H 2.53247 4.02303 0.53605
```

***

(4)
A cluster of 12 separate species, C48H68F4O8 in total. Source: OMol25; level of theory: the ωB97M-V functional and the def2-TZVPD basis.

Gap between HOMO and LUMO = 9.59 eV
Structure (SMILES) = Fc1ccccc1.Fc1ccccc1.Fc1ccccc1.Fc1ccccc1.CC(C)=O.CC(C)=O.CC(C)=O.CC(C)=O.CC(C)=O.CC(C)=O.CC(C)=O.CC(C)=O
Energy above the lowest of the compared OMol25 structures with the same formula, charge and spin = 34.72 kcal/mol

XYZ file:
```
128
C48H68F4O8, DFT the ωB97M-V functional and the def2-TZVPD basis
F -3.84522 2.23401 -22.88347
C -2.73227 2.89443 -22.57165
C -1.90391 2.36251 -21.57108
C -0.71042 3.06692 -21.28326
C -0.34478 4.26111 -21.92202
C -1.16194 4.71092 -22.96943
C -2.38444 4.04139 -23.24891
H -1.99682 1.38961 -21.11148
H 0.00719 2.77749 -20.52983
H 0.52403 4.83836 -21.64211
H -1.08993 5.61453 -23.55655
H -3.04440 4.45229 -23.99858
F 0.74153 2.61986 -26.74531
C 0.36822 1.73999 -25.77497
C -0.85466 1.07769 -25.89851
C -1.32967 0.41276 -24.83105
C -0.52491 0.26127 -23.71710
C 0.74558 0.67336 -23.67478
C 1.24430 1.42872 -24.73222
H -1.39754 1.32871 -26.79778
H -2.35043 0.06012 -24.82178
H -0.96108 -0.11458 -22.80337
H 1.31128 0.51068 -22.76928
H 2.19596 1.93929 -24.73816
F -5.16145 0.16004 -17.49820
C -5.59588 1.37535 -17.69830
C -5.34472 2.00858 -18.86928
C -5.60594 3.34562 -18.96938
C -6.21937 4.01623 -17.93013
C -6.61633 3.31587 -16.79294
C -6.19216 2.01568 -16.63446
H -4.91315 1.48060 -19.70677
H -5.43196 3.92036 -19.86706
H -6.46131 5.06376 -18.03278
H -7.15202 3.81820 -16.00104
H -6.30025 1.48876 -15.69794
F -0.20609 -6.73913 -20.83801
C -1.39582 -6.95748 -21.52226
C -2.32254 -5.99312 -21.86685
C -3.43934 -6.28483 -22.57347
C -3.72707 -7.60373 -22.89861
C -2.79549 -8.59791 -22.55578
C -1.68051 -8.29496 -21.84766
H -2.08607 -4.95735 -21.67278
H -4.08085 -5.51772 -22.98139
H -4.66351 -7.87994 -23.36032
H -3.00592 -9.64663 -22.70507
H -1.06215 -9.15210 -21.62553
C 1.41882 -3.85306 -21.95588
C 2.49381 -3.07955 -21.13338
C 3.80584 -3.77027 -20.92678
O 2.29312 -1.91945 -20.71686
H 1.62383 -3.60959 -22.99838
H 0.39174 -3.52130 -21.80373
H 1.56527 -4.90979 -21.73234
H 4.15842 -4.11359 -21.89937
H 3.54722 -4.55395 -20.21471
H 4.49489 -3.04128 -20.50029
C -6.90494 0.62705 -21.43559
C -8.32637 0.85800 -20.87421
C -8.77712 2.24748 -20.50170
O -9.06212 -0.08163 -20.72467
H -7.00452 0.10875 -22.38930
H -6.29978 -0.01075 -20.79131
H -6.40021 1.57956 -21.59707
H -9.86476 2.28988 -20.44377
H -8.52681 3.06321 -21.17996
H -8.52352 2.45847 -19.46282
C -6.13162 -2.59314 -24.51685
C -6.03666 -2.04212 -25.98447
C -5.66923 -0.56364 -26.07106
O -6.26140 -2.70431 -27.00015
H -5.14389 -2.83058 -24.12172
H -6.65916 -3.54607 -24.55848
H -6.73409 -1.93082 -23.89521
H -5.79149 -0.29775 -27.12105
H -4.60239 -0.35715 -25.98555
H -6.24138 0.06191 -25.38591
C -2.71847 -1.61863 -13.70534
C -1.78454 -2.41447 -14.61890
C -2.38344 -2.93221 -15.94098
O -0.55273 -2.43647 -14.47626
H -3.71967 -1.71941 -14.12433
H -2.30109 -0.61285 -13.65727
H -2.72667 -1.95767 -12.66944
H -1.60628 -3.16814 -16.66793
H -3.02301 -2.20865 -16.44647
H -2.97696 -3.78007 -15.59899
C -8.84902 -4.34106 -21.77435
C -7.47160 -4.31985 -21.16197
C -7.35100 -4.80292 -19.77178
O -6.43229 -3.90006 -21.75218
H -9.19048 -5.34484 -21.52152
H -8.88499 -4.34623 -22.86375
H -9.47173 -3.56155 -21.33535
H -6.63535 -4.14267 -19.28183
H -7.08427 -5.85927 -19.80458
H -8.30141 -4.91105 -19.24916
C -0.56008 -2.98641 -25.25525
C -1.94045 -2.68771 -25.72115
C -2.24775 -2.57994 -27.24405
O -2.94263 -2.44813 -25.00134
H -0.27634 -2.30536 -24.45291
H 0.06412 -2.98383 -26.14883
H -0.58085 -3.95950 -24.76455
H -1.40587 -2.30400 -27.87903
H -2.86188 -1.70940 -27.47447
H -2.89431 -3.40879 -27.53226
C -4.20260 -6.06969 -18.35889
C -4.91827 -7.08755 -17.42556
C -3.93704 -8.07806 -16.74991
O -6.12044 -7.15828 -17.30480
H -3.75017 -6.45246 -19.27371
H -3.44559 -5.51567 -17.80382
H -4.89888 -5.31290 -18.72025
H -4.50593 -8.61532 -15.99109
H -3.21830 -7.53036 -16.14038
H -3.45177 -8.76229 -17.44593
C -3.83872 -2.10369 -19.25574
C -2.81002 -2.35915 -20.39199
C -3.27429 -1.95132 -21.81243
O -1.71360 -2.88427 -20.19058
H -3.41349 -2.42634 -18.30538
H -4.83150 -2.49600 -19.47613
H -3.87598 -1.01441 -19.24316
H -3.68036 -0.94010 -21.78728
H -4.05098 -2.68689 -22.02169
H -2.50444 -1.98011 -22.58354
```